Entry 1:
{"formula": "C8H11P", "method": "the ωB97M-V functional and the def2-TZVPD basis", "symbols": ["C", "C", "C", "C", "C", "C", "C", "C", "P", "H", "H", "H", "H", "H", "H", "H", "H", "H", "H", "H"], "positions_angstrom": [[-0.17, -0.03, -2.02], [0.79, -0.95, -2.18], [-0.50, 0.36, -0.66], [1.25, -1.42, -1.01], [-1.57, 1.12, -0.27], [0.25, -0.49, 0.35], [-2.08, 1.22, 1.19], [1.25, 0.25, 1.32], [2.48, -2.49, -0.62], [-0.71, 0.50, -2.93], [1.32, -1.28, -3.09], [-2.21, 1.77, -0.91], [-0.28, -1.24, 0.87], [-2.03, 2.23, 1.54], [-1.46, 0.64, 1.85], [-3.08, 1.02, 1.22], [1.85, -0.55, 1.98], [0.62, 0.91, 1.86], [2.01, 0.74, 0.75], [2.29, -2.29, 0.77]], "e_tot_ev": -17759.2979, "orbital_gap_ev": 7.45, "charge": 0, "de_lowest_ev": 2.039}



Entry 2:
{"formula": "C8H12", "method": "the ωB97M-V functional and the def2-TZVPD basis", "symbols": ["C", "C", "C", "C", "C", "C", "H", "H", "H", "H", "H", "H", "H", "H", "H", "H", "C", "C", "H", "H"], "positions_angstrom": [[0.48, -1.94, 1.07], [0.33, -0.70, 0.29], [-0.35, 0.01, -0.61], [1.02, 0.58, -0.16], [2.30, 0.59, -0.93], [0.95, 1.84, 0.75], [0.56, -1.89, 2.20], [-0.43, -2.49, 1.00], [1.31, -2.50, 0.65], [-1.17, 0.42, -1.15], [2.33, -0.21, -1.66], [3.12, 0.54, -0.30], [2.50, 1.32, -1.75], [2.02, 2.00, 1.07], [0.24, 1.71, 1.66], [0.52, 2.78, 0.20], [-4.16, -0.02, -0.29], [-3.77, -0.99, -0.90], [-4.75, 0.71, 0.14], [-3.07, -1.74, -1.25]], "e_tot_ev": -8484.8166, "orbital_gap_ev": 9.74, "charge": 0, "smiles": "CC1=CC1(C)C.C#C", "de_lowest_ev": 4.766}



Entry 3:
{"formula": "C8H12", "method": "the ωB97M-V functional and the def2-TZVPD basis", "symbols": ["C", "C", "C", "C", "C", "C", "C", "C", "H", "H", "H", "H", "H", "H", "H", "H", "H", "H", "H", "H"], "positions_angstrom": [[-1.88, -1.30, -0.10], [-1.22, 0.06, 0.02], [-2.05, 1.37, 0.09], [0.07, 0.18, 0.00], [0.97, 1.34, -0.09], [2.26, 0.94, -0.08], [2.41, -0.53, 0.10], [1.01, -1.12, 0.05], [-1.67, -1.81, -1.07], [-1.50, -2.00, 0.67], [-3.01, -1.18, -0.10], [-2.50, 1.50, 1.07], [-2.89, 1.52, -0.62], [-1.42, 2.23, 0.12], [0.75, 2.44, -0.15], [3.07, 1.63, -0.24], [2.96, -0.88, 0.97], [2.97, -0.79, -0.80], [0.90, -1.79, 0.95], [0.77, -1.80, -0.80]], "e_tot_ev": -8489.1236, "orbital_gap_ev": 8.99, "charge": 0, "smiles": "CC(C)=C1C=CCC1", "de_lowest_ev": 0.459}



Entry 4:
{"formula": "C8H12", "method": "the ωB97M-V functional and the def2-TZVPD basis", "symbols": ["C", "C", "C", "C", "C", "C", "C", "C", "H", "H", "H", "H", "H", "H", "H", "H", "H", "H", "H", "H"], "positions_angstrom": [[-2.01, 1.23, 0.42], [-1.17, -0.01, 0.17], [-1.37, -0.89, -1.07], [-0.20, -0.20, 1.04], [1.02, -1.05, 0.90], [1.85, -0.51, -0.24], [2.45, 0.88, -0.15], [1.42, 0.67, -0.99], [-1.90, 1.52, 1.50], [-3.04, 0.90, 0.15], [-1.54, 2.03, -0.28], [-2.07, -0.47, -1.85], [-0.40, -1.06, -1.48], [-1.68, -1.92, -0.60], [-0.10, 0.62, 1.76], [1.70, -0.92, 1.72], [0.78, -2.08, 0.78], [2.48, -1.29, -0.67], [3.25, 1.50, 0.36], [0.55, 1.05, -1.49]], "e_tot_ev": -8486.2725, "orbital_gap_ev": 9.88, "charge": 0, "smiles": "CC(C)=CCC1C=C1", "de_lowest_ev": 3.310}



Entry 5:
{"formula": "C8H12", "method": "the ωB97M-V functional and the def2-TZVPD basis", "symbols": ["C", "C", "C", "C", "C", "C", "C", "C", "H", "H", "H", "H", "H", "H", "H", "H", "H", "H", "H", "H"], "positions_angstrom": [[0.44, 0.11, 1.65], [-0.17, 0.44, 0.23], [0.57, 1.45, -0.39], [1.45, 0.72, -1.17], [1.30, -0.89, -0.99], [-0.17, -0.76, -0.74], [-1.51, -1.16, -0.14], [-1.80, 0.36, 0.33], [0.27, 1.06, 2.13], [1.53, 0.19, 1.64], [0.19, -0.85, 2.33], [0.49, 2.50, -0.43], [2.24, 1.10, -1.93], [2.01, -0.99, 0.07], [1.79, -1.52, -1.88], [-0.32, -0.04, -1.71], [-1.57, -1.51, 0.89], [-2.12, -1.97, -0.82], [-2.24, 0.71, 1.31], [-2.38, 1.04, -0.37]], "e_tot_ev": -8484.6626, "orbital_gap_ev": 9.80, "charge": 0, "smiles": "C[C@@]12C=CC[C@H]1CC2", "de_lowest_ev": 4.920}



Entry 6:
{"formula": "C8H12", "method": "the ωB97M-V functional and the def2-TZVPD basis", "symbols": ["C", "C", "C", "C", "C", "C", "C", "C", "H", "H", "H", "H", "H", "H", "H", "H", "H", "H", "H", "H"], "positions_angstrom": [[-2.11, 0.55, 0.02], [-0.63, 0.77, 0.08], [0.08, 1.90, -0.02], [1.52, 1.61, -0.09], [1.70, 0.28, -0.16], [0.37, -0.37, 0.01], [0.15, -1.28, -1.18], [0.44, -1.15, 1.31], [-2.38, -0.03, -0.89], [-2.73, 1.43, 0.04], [-2.41, -0.12, 0.83], [-0.36, 2.87, 0.21], [2.24, 2.38, 0.02], [2.54, -0.23, -0.51], [0.98, -1.95, -1.28], [-0.77, -1.90, -1.05], [-0.11, -0.67, -2.11], [1.33, -1.78, 1.25], [0.51, -0.43, 2.14], [-0.38, -1.89, 1.37]], "e_tot_ev": -8489.3554, "orbital_gap_ev": 9.09, "charge": 0, "smiles": "CC1=CC=CC1(C)C", "de_lowest_ev": 0.227}



Entry 7:
{"formula": "C8H12Ag2NO7", "method": "the ωB97M-V functional and the def2-TZVPD basis", "symbols": ["Ag", "Ag", "N", "O", "O", "O", "O", "C", "O", "C", "C", "C", "H", "H", "H", "H", "H", "H", "O", "C", "O", "C", "C", "C", "H", "H", "H", "H", "H", "H"], "positions_angstrom": [[-3.88, -0.06, -3.86], [-3.78, -1.42, 0.40], [-2.51, 1.39, -1.11], [-3.10, 1.44, -2.20], [-1.49, 2.04, -0.96], [-2.93, 0.72, -0.15], [-2.42, -1.05, 2.14], [-1.39, -1.16, 2.80], [-1.04, -2.23, 3.46], [0.30, -2.15, 3.96], [0.85, -0.76, 3.66], [-0.35, -0.08, 2.94], [0.86, -3.02, 3.61], [0.26, -2.22, 5.05], [1.55, -0.69, 2.81], [1.44, -0.24, 4.40], [-0.08, 0.22, 1.93], [-0.67, 0.82, 3.48], [0.67, -1.69, -3.36], [1.06, -0.60, -2.91], [1.69, -0.51, -1.81], [2.18, 0.83, -1.59], [1.91, 1.57, -2.90], [0.79, 0.72, -3.59], [3.26, 0.90, -1.44], [1.60, 1.15, -0.72], [2.87, 1.60, -3.41], [1.64, 2.60, -2.64], [0.87, 0.79, -4.67], [-0.20, 1.10, -3.31]], "e_tot_ev": -32271.6459, "orbital_gap_ev": [6.52, 3.23], "charge": 3, "s2": 2.01, "multiplicity": 3}



Entry 8:
{"formula": "C8H12Ag2NO7", "method": "the ωB97M-V functional and the def2-TZVPD basis", "symbols": ["Ag", "Ag", "N", "O", "O", "O", "O", "C", "O", "C", "C", "C", "H", "H", "H", "H", "H", "H", "O", "C", "O", "C", "C", "C", "H", "H", "H", "H", "H", "H"], "positions_angstrom": [[20.56, 19.89, 16.45], [20.00, 20.37, 20.59], [20.27, 22.92, 18.50], [20.41, 22.11, 17.63], [19.75, 22.53, 19.51], [20.50, 24.10, 18.23], [15.46, 26.76, 19.34], [16.31, 26.13, 19.91], [15.99, 25.54, 21.13], [17.24, 25.08, 21.77], [18.34, 25.63, 21.03], [17.76, 25.86, 19.56], [17.31, 24.00, 21.67], [17.30, 25.31, 22.83], [19.21, 24.99, 20.99], [18.54, 26.61, 21.47], [17.98, 25.09, 18.82], [18.22, 26.72, 19.09], [18.49, 20.62, 16.02], [17.96, 21.70, 15.79], [18.35, 22.53, 14.72], [17.86, 23.85, 14.89], [16.96, 23.71, 16.14], [16.81, 22.32, 16.54], [17.40, 24.24, 13.98], [18.70, 24.49, 15.18], [16.06, 24.28, 15.90], [17.43, 24.15, 17.02], [15.81, 21.98, 16.27], [16.97, 22.33, 17.62]], "e_tot_ev": -32250.6840, "orbital_gap_ev": [9.06, 4.42], "charge": 4, "s2": 3.79, "multiplicity": 4}



Entry 9:
{"formula": "C8H12AgCl6Ni2O14P2Sn", "method": "the ωB97M-V functional and the def2-TZVPD basis", "symbols": ["Ag", "Ni", "Ni", "Sn", "P", "O", "O", "O", "O", "P", "O", "O", "O", "O", "C", "O", "O", "O", "C", "O", "O", "O", "Cl", "C", "C", "Cl", "H", "H", "H", "H", "Cl", "C", "C", "Cl", "H", "H", "H", "H", "Cl", "C", "C", "Cl", "H", "H", "H", "H"], "positions_angstrom": [[2.58, -0.06, -2.60], [1.13, 2.26, -0.63], [2.50, -2.29, 0.04], [4.76, 0.58, 0.82], [3.86, -2.27, 2.31], [4.49, -3.33, 3.16], [4.25, -2.05, 0.83], [3.56, -0.88, 2.92], [2.46, -2.91, 1.90], [0.89, -0.15, -0.02], [0.70, 1.08, 0.93], [2.43, -0.30, -0.10], [0.66, 0.35, -1.44], [0.64, -1.57, 0.49], [3.43, 2.49, -1.76], [4.25, 1.49, -1.84], [2.35, 2.25, -2.41], [3.11, 2.83, -0.54], [2.47, -2.91, -2.34], [1.66, -2.22, -3.02], [2.08, -3.70, -1.38], [3.44, -2.17, -1.92], [0.28, 2.54, 4.28], [-1.35, 3.18, 3.92], [-1.96, 2.32, 2.84], [-2.53, 0.74, 3.42], [-1.14, 4.21, 3.64], [-1.99, 3.15, 4.80], [-1.25, 2.06, 2.05], [-2.80, 2.81, 2.36], [-4.71, 0.34, -3.65], [-3.75, 1.80, -3.32], [-2.73, 1.62, -2.25], [-3.44, 1.35, -0.61], [-4.39, 2.66, -3.13], [-3.22, 2.03, -4.25], [-2.15, 2.54, -2.10], [-1.96, 0.85, -2.31], [-4.23, -1.86, 0.73], [-2.64, -1.94, -0.04], [-1.77, -3.15, 0.25], [-2.68, -4.66, -0.05], [-2.12, -1.04, 0.30], [-2.84, -1.86, -1.11], [-1.40, -3.17, 1.26], [-0.94, -3.05, -0.44]], "e_tot_ev": -222789.7247, "orbital_gap_ev": [5.71, 5.50], "charge": -2, "s2": 8.77, "de_lowest_ev": 0.000, "multiplicity": 6}



Entry 10:
{"formula": "C8H12AgClCuO4", "method": "the ωB97M-V functional and the def2-TZVPD basis", "symbols": ["Ag", "Cu", "Cl", "O", "C", "O", "C", "C", "C", "H", "H", "H", "H", "H", "H", "O", "C", "O", "C", "C", "C", "H", "H", "H", "H", "H", "H"], "positions_angstrom": [[-0.90, 0.11, 1.98], [2.39, -1.02, 0.90], [0.26, 0.07, -0.37], [-0.41, 2.31, 2.22], [-0.03, 3.26, 1.56], [0.51, 4.30, 2.19], [0.87, 5.34, 1.31], [-0.07, 5.14, 0.13], [-0.16, 3.62, 0.07], [1.94, 5.22, 1.13], [0.79, 6.29, 1.85], [0.32, 5.57, -0.79], [-1.08, 5.51, 0.30], [0.69, 3.11, -0.40], [-1.13, 3.27, -0.27], [-2.41, -2.90, -1.76], [-1.51, -3.55, -1.27], [-1.74, -4.52, -0.41], [-0.55, -5.27, -0.09], [0.55, -4.77, -1.03], [-0.05, -3.49, -1.66], [-0.69, -6.34, -0.19], [-0.34, -5.14, 0.98], [0.88, -5.52, -1.75], [1.50, -4.52, -0.56], [-0.01, -3.51, -2.75], [0.39, -2.56, -1.31]], "e_tot_ev": -77822.5068, "orbital_gap_ev": [7.41, 4.04], "charge": 2, "s2": 0.76, "de_lowest_ev": 0.852, "multiplicity": 2}



Entry 11:
{"formula": "C8H12AlO4", "method": "the ωB97M-V functional and the def2-TZVPD basis", "symbols": ["Al", "O", "C", "O", "C", "C", "C", "H", "H", "H", "H", "H", "H", "O", "C", "O", "C", "C", "C", "H", "H", "H", "H", "H", "H"], "positions_angstrom": [[3.35, 1.20, 3.76], [3.12, 1.29, -0.82], [2.83, 1.05, -2.00], [3.74, 1.37, -2.97], [3.35, 0.96, -4.17], [2.25, -0.05, -3.85], [1.59, 0.38, -2.56], [4.17, 0.51, -4.72], [2.99, 1.89, -4.61], [2.47, -1.12, -3.79], [1.53, 0.09, -4.65], [1.08, -0.40, -1.98], [0.81, 1.06, -2.87], [-0.36, -0.26, 2.03], [-1.46, -0.65, 2.32], [-1.79, -1.90, 2.75], [-3.08, -1.85, 3.47], [-3.55, -0.40, 3.43], [-2.65, 0.25, 2.33], [-3.10, -2.21, 4.50], [-3.88, -2.36, 2.93], [-3.37, 0.15, 4.36], [-4.62, -0.42, 3.27], [-2.34, 1.28, 2.52], [-3.08, 0.13, 1.33]], "e_tot_ev": -23238.9908, "orbital_gap_ev": 2.15, "charge": 3}



Entry 12:
{"formula": "C8H12AsCa3F9N2O11", "method": "the ωB97M-V functional and the def2-TZVPD basis", "symbols": ["Ca", "Ca", "Ca", "As", "F", "F", "F", "F", "F", "F", "C", "O", "O", "C", "F", "F", "F", "C", "C", "H", "H", "H", "H", "H", "H", "N", "O", "O", "O", "N", "O", "O", "O", "C", "C", "C", "O", "C", "O", "O", "H", "H", "H", "H", "H", "H"], "positions_angstrom": [[-0.70, -0.66, 2.25], [2.10, -0.77, -1.10], [5.92, -1.26, 3.52], [1.47, -4.05, 1.66], [1.04, -5.08, 3.15], [2.72, -3.22, 2.65], [1.89, -2.97, 0.26], [0.24, -4.71, 0.47], [0.37, -2.71, 2.16], [2.66, -5.24, 1.23], [-1.43, -0.91, -0.65], [-2.17, -1.21, 0.59], [-0.15, -0.87, -0.08], [-1.75, -1.98, -1.82], [-2.88, -1.74, -2.52], [-0.87, -1.98, -2.71], [-1.77, -3.23, -1.37], [-3.62, -1.16, 0.55], [-4.12, -1.78, 1.84], [-3.40, -1.76, 2.66], [-5.13, -1.53, 2.15], [-4.25, -2.86, 1.95], [-4.18, -1.57, -0.28], [-3.98, -0.13, 0.61], [-1.70, 0.14, -0.77], [2.62, -0.26, 2.46], [2.43, -0.17, 1.22], [3.70, -0.54, 2.99], [1.61, 0.01, 3.11], [-2.05, 1.70, 3.14], [-0.86, 1.67, 2.82], [-2.78, 2.74, 3.08], [-2.55, 0.55, 3.14], [2.68, 3.94, -4.21], [1.88, 4.23, -2.88], [0.43, 3.91, -2.85], [0.26, 2.90, -1.94], [1.40, 2.46, -1.46], [1.58, 1.60, -0.61], [2.41, 3.14, -2.04], [2.68, 2.87, -4.43], [3.68, 4.26, -3.93], [2.18, 4.50, -5.00], [2.14, 5.22, -2.50], [0.20, 3.62, -3.88], [0.05, 4.91, -2.62]], "e_tot_ev": -174599.1353, "orbital_gap_ev": [4.68, 6.92], "charge": 1, "s2": 0.75, "multiplicity": 2}